[1]
{
  "formula": "C36H45FI2N8O4V",
  "method": "the ωB97M-V functional and the def2-TZVPD basis",
  "spin_multiplicity": 3,
  "e_homo_ev": [-13.566, -13.598],
  "gap_ev": [6.7, 6.7],
  "relative_energy_kj_mol": 6.22,
  "charge": 3,
  "elements": ["V", "I", "C", "C", "C", "I", "C", "O", "C", "C", "N", "C", "C", "C", "C", "C", "C", "N", "C", "H", "H", "H", "H", "H", "H", "H", "H", "H", "H", "H", "F", "C", "C", "C", "C", "O", "C", "C", "N", "C", "C", "C", "C", "C", "C", "N", "C", "C", "N", "C", "C", "C", "O", "O", "H", "H", "H", "H", "H", "H", "H", "H", "H", "H", "H", "H", "H", "H", "H", "H", "H", "H", "N", "C", "C", "C", "N", "C", "C", "N", "C", "H", "H", "H", "H", "H", "H", "H", "H", "H", "H", "H", "H", "H", "H", "H", "H"],
  "coordinates": [[0.53235, -0.50593, -2.35117], [1.59025, 6.66108, -5.08255], [1.03048, 4.73965, -4.51336], [0.13429, 4.02045, -5.28619], [-0.23265, 2.73498, -4.91289], [-1.53010, 1.66138, -6.12453], [0.28795, 2.16461, -3.75206], [-0.05556, 0.90947, -3.39563], [1.19424, 2.89070, -2.97778], [1.72462, 2.28312, -1.71543], [2.16590, 0.86953, -1.91961], [3.29355, 0.79335, -2.86630], [3.27550, -0.49748, -3.63127], [4.30724, -0.80722, -4.50649], [4.30782, -2.02789, -5.15105], [3.28192, -2.92600, -4.87098], [2.29024, -2.53795, -4.00429], [2.25109, -1.33394, -3.40497], [1.56421, 4.16966, -3.36867], [-0.27564, 4.45713, -6.18768], [2.56050, 2.87757, -1.34335], [0.95500, 2.26336, -0.95238], [2.46125, 0.51257, -1.01499], [3.22808, 1.62936, -3.56232], [4.24737, 0.89253, -2.34511], [5.10311, -0.08879, -4.66274], [5.09966, -2.28922, -5.84150], [3.25889, -3.91272, -5.31346], [1.49709, -3.22840, -3.74532], [2.27207, 4.73061, -2.76901], [-0.27372, 4.06808, 3.11265], [-0.21250, 2.73077, 3.23646], [-0.14871, 1.98871, 2.09725], [-0.02636, 0.59582, 2.15676], [0.10365, -0.18157, 0.92946], [0.02987, 0.38011, -0.19783], [0.28057, -1.58651, 1.12790], [0.22577, -2.12229, 2.38642], [0.07869, -1.40326, 3.50485], [0.09812, -2.07337, 4.79989], [-0.65573, -3.35707, 4.95914], [-1.16163, -2.10981, 5.61733], [-0.01009, -0.01235, 3.41976], [-0.09506, 0.76659, 4.57881], [-0.18567, 2.15141, 4.52504], [-0.26008, 2.90784, 5.69695], [0.51528, 2.53831, 6.87383], [-0.39828, 2.53524, 8.09893], [-1.42878, 3.63687, 7.92838], [-0.86854, 4.78680, 7.13768], [-0.63515, 4.32760, 5.69709], [0.44802, -2.48614, -0.03701], [0.04677, -3.64806, -0.01464], [0.98187, -1.93155, -1.07857], [-0.16961, 2.48968, 1.13787], [0.31114, -3.19278, 2.51539], [1.04677, -1.97172, 5.31228], [-0.20062, -4.12330, 5.57015], [-1.22033, -3.72623, 4.11274], [-1.06385, -2.02062, 6.69153], [-2.04386, -1.65091, 5.18871], [-0.11869, 0.26503, 5.53531], [1.34416, 3.23761, 7.01876], [0.96510, 1.55772, 6.76160], [0.14880, 2.73232, 9.01781], [-0.94897, 1.60364, 8.20307], [-1.75955, 3.95404, 8.83969], [-2.23904, 3.26222, 7.43519], [0.04702, 5.08576, 7.64082], [-1.56825, 5.61651, 7.17672], [0.12322, 4.97980, 5.26190], [-1.55061, 4.45546, 5.12274], [-0.63765, -4.03346, -2.61766], [-2.09262, -4.12682, -3.01682], [-2.20319, -3.81208, -4.50840], [-1.99287, -2.32941, -4.84184], [-0.58167, -1.91622, -4.58253], [-2.94745, -1.46054, -4.02311], [-2.87052, -1.69887, -2.52085], [-1.66076, -1.04124, -1.93579], [-2.95343, -3.18741, -2.16914], [-0.11307, -4.81938, -3.00161], [-0.45204, -4.00429, -1.58494], [-0.27726, -3.16359, -3.04075], [-2.38460, -5.15595, -2.82196], [-3.20764, -4.09358, -4.82992], [-1.51749, -4.44283, -5.08397], [-2.23416, -2.19059, -5.89721], [-0.51323, -0.91586, -4.77169], [0.02235, -2.34976, -5.27785], [-3.97034, -1.66857, -4.34491], [-2.76499, -0.40406, -4.24233], [-3.73834, -1.22542, -2.06191], [-1.65842, -1.24174, -0.93772], [-1.86907, -0.04123, -1.97337], [-3.99017, -3.48614, -2.33553], [-2.76320, -3.35291, -1.10395]]
}

[2]
{
  "formula": "C36H45N3O4",
  "method": "the ωB97M-V functional and the def2-TZVPD basis",
  "e_homo_ev": -5.575,
  "gap_ev": 2.7,
  "elements": ["C", "C", "C", "C", "C", "C", "O", "C", "C", "C", "C", "C", "C", "C", "C", "H", "H", "H", "H", "H", "H", "H", "H", "H", "H", "H", "H", "H", "H", "H", "H", "H", "H", "H", "H", "H", "C", "N", "C", "O", "C", "C", "C", "C", "C", "C", "C", "C", "N", "C", "C", "C", "C", "C", "C", "C", "N", "O", "O", "C", "C", "C", "C", "C", "H", "H", "H", "H", "H", "H", "H", "H", "H", "H", "H", "H", "H", "H", "H", "H", "H", "H", "H", "H", "H", "H", "H", "H"],
  "coordinates": [[3.02895, 1.90306, 2.99228], [1.68630, 1.71052, 2.28107], [1.70644, 2.58965, 1.02366], [1.56995, 0.22794, 1.90156], [0.49753, 2.09383, 3.19455], [-0.88769, 2.03134, 2.69059], [-1.13358, 1.76459, 1.47674], [-1.97305, 2.29480, 3.65488], [-3.45582, 2.11846, 3.24112], [-4.40217, 2.51113, 4.37832], [-3.72402, 0.64514, 2.90182], [-3.79594, 3.00530, 2.03517], [-1.64227, 2.68257, 4.94033], [-0.32313, 2.80643, 5.36700], [0.71700, 2.48568, 4.50045], [3.11058, 1.25876, 3.87529], [3.85721, 1.64136, 2.32204], [3.17224, 2.94866, 3.29029], [0.80178, 2.43975, 0.42930], [1.76588, 3.64569, 1.31657], [2.58280, 2.36006, 0.40002], [0.64653, 0.04077, 1.34509], [2.42432, -0.08759, 1.28576], [1.56613, -0.38670, 2.81162], [-4.25907, 3.55886, 4.66602], [-5.44683, 2.39896, 4.06386], [-4.25581, 1.87059, 5.25508], [-3.06065, 0.30039, 2.10370], [-3.56147, 0.02742, 3.79333], [-4.76580, 0.51007, 2.58195], [-3.17128, 2.74854, 1.17618], [-4.85204, 2.88262, 1.75660], [-3.63308, 4.05855, 2.29341], [-2.41921, 2.89296, 5.67795], [-0.10184, 3.12755, 6.39162], [1.73199, 2.54308, 4.89878], [1.08901, -5.36897, -1.52486], [1.35512, -3.95118, -1.50384], [2.58784, -3.45332, -1.19079], [3.56088, -4.11047, -0.83310], [2.51343, -1.93254, -1.31738], [3.44558, -1.37246, -2.39601], [4.90940, -1.60243, -2.09358], [5.71346, -2.35124, -2.95910], [7.00115, -2.72892, -2.56829], [7.52529, -2.29140, -1.34679], [6.75797, -1.44007, -0.53969], [5.46488, -1.07502, -0.92952], [1.09073, -1.71123, -1.58252], [0.56270, -0.47194, -1.58214], [-0.80149, -0.24251, -1.76007], [-1.53184, 0.91050, -1.49422], [-2.74600, 1.19406, -2.22470], [-3.15458, 2.51323, -2.60205], [-4.35469, 2.73734, -3.24986], [-5.22330, 1.65031, -3.50547], [-6.56709, 1.87865, -3.90676], [-7.33491, 0.89879, -4.05233], [-6.95184, 3.05613, -4.08876], [-4.80887, 0.33132, -3.24116], [-3.59991, 0.11743, -2.60857], [0.32459, -2.96257, -1.77161], [-0.17127, -3.12216, -3.22025], [-0.84092, -3.17906, -0.79040], [2.01173, -5.91105, -1.28030], [0.31404, -5.63111, -0.78787], [0.72965, -5.68119, -2.51878], [2.78172, -1.49273, -0.33897], [3.18052, -1.86050, -3.34576], [3.24635, -0.29358, -2.49529], [5.30002, -2.66688, -3.91626], [7.59182, -3.37757, -3.21808], [8.53004, -2.59181, -1.03157], [7.15749, -1.06322, 0.40015], [4.86522, -0.39588, -0.32101], [1.26826, 0.36017, -1.45031], [-1.35578, -1.06152, -2.23959], [-1.15250, 1.65669, -0.80405], [-2.51384, 3.35968, -2.35621], [-4.69313, 3.72581, -3.54316], [-5.47494, -0.48817, -3.48987], [-3.35908, -0.90236, -2.32318], [0.69279, -3.20195, -3.89455], [-0.77310, -4.03986, -3.29641], [-0.77842, -2.26934, -3.53819], [-0.46035, -3.24314, 0.23694], [-1.58086, -2.37695, -0.83675], [-1.34383, -4.12458, -1.04113]]
}

Computed energy, in the same sequence as the records: -3776.4377 -1863.8360 hartree.